No. 1
This record from the Open Molecules 2025 dataset describes a molecular structure, C51H74N4O3P2SScSi. The level of theory is ωB97M-V/def2-TZVPD.

## Properties
- F_max: 0.0167 hartree/bohr
- Total charge: +1
- Frontier orbital gap: 6.21 eV
- E_HOMO: -9.35 eV
- Energy above the lowest of the compared OMol25 structures with the same formula, charge and spin: 0.499 eV

The geometry in XYZ format:
```
137
C51H74N4O3P2SScSi | the Open Molecules 2025 dataset | ωB97M-V/def2-TZVPD
Sc 0.9357 -0.9057 0.0830
C 4.4895 3.2582 -1.5685
C 4.2996 1.8548 -0.9911
C 4.9284 1.8044 0.4003
P 2.5582 1.1405 -0.9928
C 2.1054 1.2855 -2.8185
C 3.2849 0.8657 -3.7001
C 1.4437 2.5714 -3.2981
C 1.5743 2.3161 0.0135
C 1.5431 3.6768 -0.3025
C 0.8613 4.5953 0.4665
C 0.1285 4.1465 1.5549
C 0.1353 2.8082 1.8821
C 0.8826 1.8591 1.1660
N 0.9023 0.5089 1.5885
C 0.8765 0.2250 2.9536
C 1.3347 1.1553 3.9157
C 1.2566 0.9178 5.2704
C 0.7250 -0.2741 5.7512
C 0.3763 -1.2468 4.8388
C 0.4754 -1.0404 3.4597
P 0.2849 -2.4431 2.3143
C -1.4187 -3.2007 2.5837
C -1.6041 -4.1877 3.7348
C -2.4427 -2.0756 2.7052
C 1.3497 -3.7575 3.1219
C 2.7573 -3.3202 3.5101
C 1.4203 -4.9673 2.1863
H 5.5448 3.3858 -1.8181
H 4.2279 4.0194 -0.8339
H 3.9152 3.4340 -2.4743
H 4.8361 1.1468 -1.6294
H 4.2623 2.2410 1.1494
H 5.8586 2.3758 0.4064
H 5.1647 0.7856 0.6874
H 1.3478 0.5122 -2.9144
H 4.0246 1.6593 -3.8121
H 2.9173 0.6164 -4.6969
H 3.7861 -0.0210 -3.3006
H 0.5902 2.8107 -2.6642
H 2.1266 3.4205 -3.3263
H 1.0828 2.4184 -4.3185
H 2.0725 4.0316 -1.1733
H 0.8874 5.6483 0.2200
H -0.4470 4.8386 2.1575
H -0.4453 2.4783 2.7294
H 1.7653 2.0858 3.5730
H 1.6209 1.6683 5.9606
H 0.6276 -0.4471 6.8143
H 0.0293 -2.2059 5.2031
H -1.6065 -3.7382 1.6483
H -1.4429 -3.7083 4.7010
H -0.9602 -5.0627 3.6616
H -2.6371 -4.5402 3.7196
H -2.3255 -1.5696 3.6635
H -3.4573 -2.4769 2.6578
H -2.3249 -1.3331 1.9151
H 0.8313 -4.0357 4.0397
H 3.3881 -3.2170 2.6306
H 3.2049 -4.0836 4.1499
H 2.7539 -2.3780 4.0565
H 1.9747 -4.7099 1.2808
H 0.4300 -5.3178 1.8865
H 1.9397 -5.7916 2.6785
C -2.5945 -3.7229 -1.1482
C -2.0118 -4.7692 -1.8457
C -0.6408 -4.7691 -2.0192
C 0.1105 -3.7292 -1.4773
N -0.4496 -2.7387 -0.7779
C -1.7757 -2.7311 -0.6421
C 1.5814 -3.6803 -1.6031
C 2.2733 -4.4738 -2.5125
C 3.6541 -4.4379 -2.5158
C 4.3080 -3.6572 -1.5793
C 3.5526 -2.8865 -0.7052
N 2.2151 -2.8554 -0.7585
C 4.1588 -2.1320 0.4146
C 5.4402 -2.4142 0.8727
C 5.9057 -1.7803 2.0150
C 5.0797 -0.8706 2.6464
C 3.8292 -0.6241 2.1005
N 3.3625 -1.2438 1.0214
H -3.6640 -3.6813 -0.9992
H -2.6131 -5.5739 -2.2467
H -0.1588 -5.5785 -2.5460
H -2.1924 -1.8819 -0.1143
H 1.7431 -5.0900 -3.2220
H 4.2169 -5.0315 -3.2233
H 5.3864 -3.6419 -1.5433
H 6.0581 -3.1464 0.3748
H 6.8906 -2.0012 2.4036
H 5.3896 -0.3508 3.5420
H 3.1721 0.1028 2.5558
C -2.8748 1.7815 2.7485
C -3.4481 1.8246 1.3169
C -4.6898 0.9403 1.2048
C -3.7964 3.2632 0.9513
O -2.4315 1.3135 0.4281
Si -2.3061 1.4209 -1.2039
S -0.7227 0.0775 -1.6419
O -3.7296 1.0174 -1.8758
C -4.3379 0.1882 -2.8694
C -3.3418 -0.2500 -3.9393
C -4.9044 -1.0448 -2.1674
C -5.4792 0.9925 -3.4868
O -1.8914 2.9279 -1.6549
C -2.3638 3.8918 -2.6096
C -2.2310 3.3390 -4.0309
C -3.8166 4.2796 -2.3374
C -1.4786 5.1228 -2.4513
H -3.5213 1.2154 3.4185
H -2.7682 2.7860 3.1593
H -1.8932 1.3143 2.7310
H -5.4583 1.2724 1.9045
H -4.4373 -0.0988 1.4276
H -5.0877 0.9863 0.1917
H -4.4373 3.7036 1.7157
H -4.3199 3.2952 -0.0031
H -2.8774 3.8460 0.8697
H -2.4986 -0.7590 -3.4742
H -2.9574 0.6081 -4.4887
H -3.8310 -0.9240 -4.6432
H -4.0881 -1.6241 -1.7332
H -5.4416 -1.6673 -2.8838
H -5.5923 -0.7477 -1.3748
H -5.1045 1.8936 -3.9710
H -6.1887 1.2883 -2.7124
H -6.0003 0.3908 -4.2321
H -3.0978 2.7339 -4.2910
H -1.3364 2.7203 -4.1055
H -2.1571 4.1567 -4.7483
H -4.4288 3.3862 -2.2187
H -4.2034 4.8581 -3.1777
H -3.8946 4.8881 -1.4363
H -0.4563 4.9026 -2.7628
H -1.4660 5.4302 -1.4071
H -1.8680 5.9396 -3.0604
```

***

No. 2
This record from the Open Molecules 2025 dataset describes 9 unconnected molecules or ions with the total composition C51H79F3O34S8. The level of theory is ωB97M-V/def2-TZVPD.

## Properties
- F_max: 0.0171 hartree/bohr
- Structure (SMILES): CCCCCCCCCCCCCCCCCCc1ccc2c(c1)C(=O)c1cccc(CCC(F)(F)F)c1C2=O.O=S1(=O)OCCO1.O=S1(=O)OCCO1.O=S1(=O)OCCO1.O=S1(=O)OCCO1.O=S1(=O)OCCO1.O=S1(=O)OCCO1.O=S1(=O)OCCO1.O=S1(=O)OCCO1
- Frontier orbital gap: 8.67 eV
- E_HOMO: -9.20 eV

The geometry in XYZ format:
```
175
C51H79F3O34S8 | the Open Molecules 2025 dataset | ωB97M-V/def2-TZVPD
C -3.6331 0.2370 2.8648
C -4.3719 0.6391 1.5802
C -4.9860 -0.5323 0.8063
C -4.1037 -1.7760 0.6887
C -2.7532 -1.5544 0.0055
C -2.8472 -0.9540 -1.4010
C -1.4665 -0.6450 -1.9750
C -0.7094 -1.8970 -2.4638
C 0.8018 -1.6556 -2.4077
C 1.3397 -1.8769 -0.9925
C 2.7849 -1.3891 -0.8157
C 3.3186 -1.8496 0.5462
C 2.9440 -0.9019 1.6799
C 3.6297 -1.2629 3.0111
C 2.7413 -0.8427 4.1888
C 1.6850 -1.9226 4.4953
C 0.2293 -1.4194 4.4382
C -0.3336 -0.8692 5.7604
C -0.1912 0.6275 5.8464
C -1.1789 1.4658 5.3309
C -1.0357 2.8457 5.3366
C 0.1157 3.3971 5.8817
C 1.1004 2.5711 6.4282
C 0.9508 1.1928 6.4088
C 2.3125 3.2168 7.0083
O 2.8679 2.8075 7.9995
C 2.7737 4.4280 6.2608
C 4.1263 4.7112 6.1321
C 4.5074 5.8182 5.3864
C 3.5458 6.6115 4.7674
C 2.1870 6.3469 4.9001
C 1.1518 7.1849 4.1935
C 0.4928 6.4056 3.0316
C 1.1789 6.6380 1.7143
F 0.7725 7.7810 1.1212
F 2.5263 6.7193 1.8286
F 0.9371 5.6361 0.8364
C 1.8014 5.2445 5.6729
C 0.3673 4.8606 5.8923
O -0.5055 5.6750 6.0897
H -2.6442 -0.1721 2.6675
H -4.2127 -0.4963 3.4294
H -3.5310 1.1184 3.5001
H -5.1664 1.3232 1.8808
H -3.6790 1.1966 0.9458
H -5.9067 -0.8257 1.3180
H -5.2649 -0.2011 -0.1944
H -3.9521 -2.2100 1.6800
H -4.6655 -2.5176 0.1172
H -2.2721 -2.5319 -0.0790
H -2.1092 -0.9143 0.6144
H -3.3371 -1.6803 -2.0520
H -3.4446 -0.0415 -1.3784
H -1.5818 -0.0107 -2.8562
H -0.8485 -0.1166 -1.2450
H -0.9488 -2.7638 -1.8469
H -0.9932 -2.0582 -3.5044
H 1.0150 -0.6239 -2.6986
H 1.3451 -2.3419 -3.0606
H 1.3185 -2.9484 -0.7788
H 0.7150 -1.3547 -0.2630
H 3.3934 -1.7979 -1.6232
H 2.8045 -0.3034 -0.8557
H 2.8864 -2.8302 0.7667
H 4.4071 -1.9659 0.5330
H 3.2434 0.1140 1.4175
H 1.8622 -0.9428 1.8294
H 3.8187 -2.3382 3.0423
H 4.5910 -0.7459 3.0521
H 2.2276 0.0740 3.8865
H 3.3412 -0.5857 5.0637
H 1.7846 -2.7271 3.7657
H 1.8433 -2.3652 5.4808
H 0.1938 -0.6168 3.6988
H -0.4053 -2.2351 4.0937
H -1.3975 -1.1048 5.8035
H 0.1602 -1.3249 6.6189
H -2.0705 1.0393 4.8877
H -1.7924 3.4898 4.9079
H 1.7316 0.5777 6.8366
H 4.8598 4.0709 6.6014
H 5.5521 6.0649 5.2548
H 3.8718 7.4473 4.1626
H 1.5996 8.1108 3.8355
H 0.3743 7.4404 4.9067
H 0.5070 5.3404 3.2515
H -0.5491 6.6998 2.9417
C -4.2126 8.0886 1.9128
C -4.6685 7.6797 3.2996
O -4.8064 6.2543 3.2077
S -3.7093 5.6623 2.2119
O -2.5880 5.2060 2.9538
O -4.3586 4.8239 1.2745
O -3.3027 7.0480 1.5255
H -5.0413 8.1105 1.2034
H -3.6927 9.0423 1.9014
H -5.6229 8.1150 3.5798
H -3.9190 7.9114 4.0589
C 5.1381 4.2062 -0.8561
C 5.1335 4.0361 0.6493
O 4.9992 2.6196 0.8333
S 5.7444 1.8399 -0.3463
O 7.0368 1.4403 0.0807
O 4.8266 0.9085 -0.8930
O 5.9025 3.0876 -1.3322
H 4.1313 4.1451 -1.2725
H 5.6141 5.1284 -1.1766
H 4.3030 4.5419 1.1330
H 6.0761 4.3598 1.0953
C 4.2347 -6.8140 5.5003
C 3.5974 -5.6846 6.2845
O 2.7509 -5.0372 5.3260
S 2.1585 -6.1139 4.3015
O 0.8627 -6.5035 4.7222
O 2.4063 -5.6546 2.9839
O 3.1778 -7.2954 4.6602
H 5.0501 -6.4565 4.8686
H 4.5872 -7.6232 6.1334
H 4.3208 -4.9697 6.6657
H 2.9802 -6.0592 7.1033
C 6.5019 -5.8281 -1.6036
C 5.9220 -4.6447 -0.8538
O 5.0421 -4.0352 -1.8084
S 4.3858 -5.1533 -2.7368
O 3.1028 -5.4965 -2.2424
O 4.5732 -4.7673 -4.0900
O 5.3972 -6.3330 -2.3689
H 7.2922 -5.5224 -2.2914
H 6.8690 -6.6098 -0.9449
H 6.6745 -3.9235 -0.5486
H 5.3353 -4.9567 0.0127
C -3.5268 2.2432 -6.5926
C -3.3872 2.1976 -5.0851
O -3.4187 0.7951 -4.7812
S -2.7295 -0.0329 -5.9578
O -1.3800 -0.3105 -5.6201
O -3.6167 -1.0674 -6.3521
O -2.7399 1.1311 -7.0519
H -4.5607 2.0944 -6.9060
H -3.1467 3.1622 -7.0282
H -4.2001 2.6980 -4.5677
H -2.4314 2.6074 -4.7530
C -4.9914 -5.7423 -4.0140
C -3.8091 -6.0292 -3.1096
O -3.8340 -4.9533 -2.1612
S -5.3401 -4.5152 -1.8696
O -5.8040 -5.1403 -0.6848
O -5.4473 -3.1152 -2.0596
O -6.0062 -5.2579 -3.1213
H -4.7630 -4.9606 -4.7407
H -5.3562 -6.6278 -4.5266
H -2.8586 -6.0223 -3.6346
H -3.9293 -6.9721 -2.5730
C -8.8152 2.8425 -8.6416
C -7.7085 2.1470 -9.4088
O -6.9421 3.2290 -9.9591
S -6.9498 4.4709 -8.9558
O -5.7721 4.4516 -8.1626
O -7.3233 5.6294 -9.6785
O -8.1656 3.9756 -8.0452
H -9.6043 3.2008 -9.3045
H -9.2438 2.2217 -7.8603
H -8.0770 1.5211 -10.2157
H -7.0659 1.5592 -8.7504
C 4.0054 -5.3633 -7.6598
C 2.6968 -5.9822 -7.2182
O 2.4861 -7.0487 -8.1593
S 3.8895 -7.6746 -8.5943
O 4.1583 -8.8354 -7.8244
O 3.9381 -7.7117 -10.0111
O 4.8094 -6.4887 -8.0492
H 3.8758 -4.7116 -8.5257
H 4.4970 -4.8208 -6.8569
H 1.8622 -5.2891 -7.2631
H 2.7713 -6.4051 -6.2150
```